[1]
Computed, not measured: a gas-phase ion, C3H9N2S (charge -1) at a distorted geometry, with ωB97M-V/def2-TZVPD.

- E_LUMO: 4.1 eV
- Net charge: -1
- SMILES: NC[C@H](N)C[S-]
- Electronic energy: -627.41493 Eh
- Energy relative to the best compared isomer or geometry (same formula, charge and spin): 16.1 kcal per mole

Atoms and positions in Å:
S 0.512 -2.060 -1.163
N -1.461 -0.136 0.449
N -0.203 2.138 1.709
C 0.057 1.852 0.301
C -0.324 0.440 -0.227
C 0.906 -0.443 -0.354
H -1.912 -0.683 -0.218
H 1.174 -0.813 0.648
H 1.780 0.021 -0.794
H -1.186 2.123 1.929
H -0.251 2.704 -0.321
H -0.641 0.704 -1.245
H 1.138 2.023 0.190
H -1.155 -0.737 1.198
H 0.368 1.584 2.316

---

[2]
Computed, not measured: a single C4H5NO molecule at a distorted geometry, with ωB97M-V/def2-TZVPD.

- E_LUMO: -0.2 eV
- Net charge: 0
- SMILES: C=C(C#N)OC
- Electronic energy: -285.25356 Eh
- Energy relative to the best compared isomer or geometry (same formula, charge and spin): 101.0 kcal per mole

Atoms and positions in Å:
O -0.250 0.177 1.058
N -0.092 0.703 -2.202
C 0.177 1.475 0.504
C -0.388 -1.937 0.177
C -0.114 -0.624 -0.043
C -0.138 -0.088 -1.274
H 0.327 2.182 1.329
H -0.056 -2.830 -0.620
H 1.195 1.323 -0.060
H -0.310 -2.528 1.316
H -0.350 2.147 -0.185

---

[3]
Computed, not measured: a molecular structure, C23H26AlBrCl5F2ILiNO9PS at a distorted geometry, with ωB97M-V/def2-TZVPD.

- E_LUMO: -7.8 eV
- Net charge: +1
- Electronic energy: -7984.81563 Eh

Atoms and positions in Å:
I 1.476 -5.553 -3.471
Br 0.541 7.800 -5.296
Cl 6.359 -6.979 -5.795
Cl -0.969 5.936 -3.983
Cl 0.933 4.934 -2.020
Cl -1.656 5.913 -1.163
Cl 0.340 7.774 -2.139
S 1.028 -1.343 3.344
P 2.896 -4.020 1.711
Al 6.062 -2.102 1.905
F -5.577 5.128 5.590
F -2.560 -3.030 1.905
O 1.694 -2.421 4.175
O -4.081 5.111 3.915
O 4.040 -3.684 2.958
O 1.271 -0.023 4.095
O -3.236 4.689 1.856
O 1.431 -4.704 2.333
O 3.118 -0.532 -4.010
O -5.475 4.640 2.204
O 4.508 -4.137 -1.370
N 3.142 -2.813 -2.997
C 2.355 -1.080 -1.564
C -5.383 5.500 4.303
C -3.771 1.924 0.691
C 2.913 -1.330 -3.043
C -4.178 4.801 2.592
C 2.777 -2.319 -0.695
C -1.274 1.235 0.444
C 0.873 2.421 -2.506
C 1.090 -0.042 0.650
C 2.352 -2.419 0.805
C 1.527 0.064 -0.898
C 0.195 1.193 1.186
C 1.157 1.311 -1.838
C 3.786 -3.430 -4.193
C 4.528 -5.982 -4.312
C 3.290 -4.948 -4.515
C -6.263 4.721 3.382
C 3.629 -3.273 -1.659
C -2.509 1.277 1.489
C -0.833 -1.667 3.464
C -0.337 6.143 -2.325
C -4.257 0.923 -0.514
C 1.511 -1.284 1.566
Li 0.023 -5.051 1.203
H -1.362 0.368 -0.330
H -6.471 3.712 3.749
H -5.485 6.586 4.212
H -7.211 5.225 3.186
H -2.261 2.008 2.353
H -5.257 1.293 -0.984
H 4.185 -7.025 -3.937
H -1.133 -2.372 2.584
H 3.542 -2.801 -5.142
H 4.998 -6.173 -5.395
H -1.437 -0.694 3.507
H -0.032 1.154 2.308
H 3.040 -4.984 -5.653
H -1.347 2.208 -0.194
H -1.026 -2.268 4.443
H 0.732 2.171 0.856
H -3.442 2.902 0.160
H 1.514 -4.774 3.326
H -4.422 -0.146 -0.082
H 4.708 -3.038 2.617
H -3.471 0.903 -1.368
H 0.307 3.100 -3.251
H 4.928 -3.462 -4.082
H 5.362 -5.575 -3.640
H -2.803 0.229 1.902
H -4.647 2.180 1.395

---

[4]
Computed, not measured: 4 unconnected molecules or ions with the total composition C31H45FN2O11 at a distorted geometry, with ωB97M-V/def2-TZVPD.

- E_LUMO: -2.1 eV
- Net charge: 0
- SMILES: CCCNC1=CC(=O)C(CCCCCCCOC)=C(C(=O)NC(=O)F)C1=O.O=C1CCCO1.O=C1CCCO1.O=C1CCCO1
- Electronic energy: -2244.79444 Eh

Atoms and positions in Å:
F 1.587 0.272 -5.028
O 3.618 1.806 4.228
O 2.223 0.949 -1.212
O 6.047 4.695 3.521
O -8.836 -1.493 -0.700
O 0.639 2.460 -5.445
O 2.288 1.821 6.088
O 2.233 -4.666 -4.809
O 2.590 -5.990 -2.979
O 7.072 5.546 5.380
O -1.340 1.749 2.709
O -0.615 3.422 -2.825
N 1.660 -1.830 0.215
N -0.458 1.037 -3.642
C 7.682 4.989 6.544
C -0.312 1.582 -1.005
C 6.557 4.537 4.618
C -0.230 -3.535 -0.555
C -0.474 2.120 -2.549
C 3.977 -6.236 -4.947
C 1.033 0.679 -0.669
C -6.874 1.340 -1.146
C 3.636 2.517 2.991
C -2.580 2.758 -0.140
C 2.772 -4.595 -6.128
C 0.855 -0.567 0.430
C 2.527 2.194 4.952
C 6.754 3.218 5.303
C -8.767 -0.501 -1.784
C 2.886 -5.640 -4.109
C -4.510 0.852 0.116
C 1.705 3.171 4.167
C -1.255 1.829 0.120
C 0.875 -3.085 0.575
C -0.093 -0.301 1.553
C 7.039 3.639 6.722
C 4.149 -5.199 -6.027
C 0.230 -4.933 -1.346
C -8.467 0.962 -1.055
C 0.569 1.340 -4.710
C -5.864 0.163 -0.570
C -0.913 1.140 1.599
C -3.687 1.807 -0.933
C -8.012 -2.681 -0.972
C 2.213 2.956 2.764
H 7.607 2.705 4.851
H -7.040 -2.609 -0.295
H -9.072 1.792 -1.643
H -4.377 2.555 -1.551
H 2.807 -3.553 -6.456
H -9.847 -0.427 -2.285
H -7.951 -0.710 -2.598
H -6.644 2.320 -0.517
H -4.877 1.493 1.052
H -6.552 1.507 -2.278
H 2.120 -5.159 -6.803
H 1.646 2.146 2.288
H -8.822 0.999 0.070
H -7.689 -2.815 -2.089
H 0.892 -5.631 -0.641
H 0.382 -3.050 1.643
H -0.259 -1.101 2.392
H 4.509 -5.609 -6.974
H 4.893 -6.367 -4.366
H 1.680 -3.964 0.626
H -2.349 3.668 -0.868
H 0.640 2.944 4.248
H 7.668 2.932 7.270
H 3.634 -7.193 -5.351
H 1.915 4.183 4.525
H 8.761 4.917 6.372
H 4.865 -4.437 -5.695
H -3.020 3.225 0.842
H -0.514 -2.702 -1.327
H 4.322 3.365 3.086
H 2.132 3.842 2.129
H 5.853 2.603 5.240
H -6.494 -0.458 0.214
H -3.091 1.106 -1.682
H 6.095 3.747 7.270
H 3.992 1.860 2.192
H -8.656 -3.622 -0.632
H -1.214 -3.814 0.025
H -5.537 -0.541 -1.452
H 0.862 -4.703 -2.305
H -0.108 0.145 -3.179
H -0.711 -5.555 -1.703
H 7.503 5.643 7.403
H 1.778 -1.904 -0.840
H -3.856 -0.071 0.485

---

[5]
Computed, not measured: a molecular structure, C34H37ClN5O2SSiTi, with ωB97M-V/def2-TZVPD.

- E_LUMO: 2.3 eV
- Net charge: -1
- Electronic energy: -3739.51896 Eh
- Energy relative to the best compared isomer or geometry (same formula, charge and spin): 68.9 kcal per mole

Atoms and positions in Å:
Ti -0.285 -0.906 0.239
Cl 3.946 -1.788 7.613
S -0.283 -2.012 -2.039
Si -1.357 1.516 -1.672
O 0.033 0.058 1.788
O -1.164 0.197 3.654
N -2.620 -3.104 -2.781
N -1.475 -2.414 0.462
N 0.924 -2.521 1.296
N 1.259 0.724 -0.784
N -2.322 -2.917 -0.514
C -1.478 1.033 -3.487
C -2.223 3.192 -1.493
C 1.410 -3.664 4.137
C 1.003 -0.779 3.837
C -0.742 1.236 -5.793
C 3.427 -2.554 5.119
C 3.145 2.337 -0.315
C -1.842 -2.732 -1.696
C 0.416 1.905 -1.129
C 2.289 1.171 0.191
C 1.918 -1.848 1.741
C -0.629 1.577 -4.452
C -1.721 0.339 -6.196
C -2.580 -0.210 -5.253
C -2.431 -3.968 2.154
C 3.517 2.177 -1.800
C -0.034 -3.126 2.128
C 2.176 -1.451 3.157
C 1.958 0.171 -1.983
C -2.406 3.741 -0.220
C -3.016 4.974 -0.047
C 2.928 -1.874 6.160
C 2.614 -2.793 3.883
C 3.375 0.718 -2.210
C -0.114 -0.177 3.155
C -1.291 -3.178 1.583
C -2.685 3.926 -2.588
C -3.465 5.688 -1.150
C 0.300 -3.759 3.397
C 0.888 -0.750 5.235
C -2.456 0.135 -3.915
C -3.301 5.160 -2.422
C -1.923 0.250 -0.472
C 1.680 -1.189 6.274
H 0.142 2.282 -4.154
H -0.023 -0.252 5.552
H 2.873 2.798 -2.428
H -3.655 5.708 -3.288
H 2.634 3.286 -0.148
H -2.566 3.522 -3.587
H 1.785 1.421 1.122
H -2.251 0.734 0.457
H -1.813 0.066 -7.240
H -3.318 -3.799 -2.562
H -0.067 1.668 -6.522
H 1.355 -0.960 7.280
H -3.115 -0.329 -3.190
H 2.936 0.321 0.404
H 2.026 -0.912 -1.877
H -3.261 -3.962 1.452
H -2.138 -5.000 2.348
H 3.275 -3.313 3.183
H -3.946 6.650 -1.017
H 1.435 -4.220 5.067
H 2.633 -1.541 0.979
H 0.944 2.595 -1.794
H -3.341 -0.918 -5.557
H -2.763 -3.525 3.095
H -2.093 -3.281 -3.621
H 3.068 -0.818 3.150
H -3.148 5.376 0.950
H -2.078 3.191 0.657
H 4.445 -2.919 5.149
H 0.250 2.456 -0.196
H -0.485 -4.392 3.794
H 4.089 0.123 -1.633
H 1.322 0.358 -2.848
H -2.737 -0.382 -0.832
H 3.635 0.573 -3.260
H 4.049 2.363 0.299
H 4.538 2.522 -1.978

---

[6]
Computed, not measured: a single C5H4N2 molecule at a distorted geometry, with ωB97M-V/def2-TZVPD.

- E_LUMO: 0.0 eV
- Net charge: 0
- SMILES: [H]/N=N/C=C=CC#C
- Electronic energy: -302.25193 Eh
- Energy relative to the best compared isomer or geometry (same formula, charge and spin): 110.7 kcal per mole

Atoms and positions in Å:
N 0.898 -0.924 1.852
N 1.864 -1.027 1.068
C -0.960 -0.193 -0.826
C 1.490 -0.931 -0.320
C -1.847 2.285 -0.652
C 0.288 -0.564 -0.686
C -1.403 1.166 -0.774
H -2.212 3.280 -0.536
H 2.302 -1.149 -1.011
H 1.302 -0.973 2.796
H -1.722 -0.971 -0.910

---

[7]
Computed, not measured: a single C3H6O molecule at a distorted geometry, with ωB97M-V/def2-TZVPD.

- E_LUMO: 1.2 eV
- Net charge: 0
- SMILES: C[C@H]1CO1
- Electronic energy: -193.07719 Eh
- Energy relative to the best compared isomer or geometry (same formula, charge and spin): 41.4 kcal per mole

Atoms and positions in Å:
O -1.387 0.421 -0.428
C -0.134 -0.228 -0.515
C -1.091 -0.558 0.548
C 1.053 0.653 -0.218
H -1.719 -1.444 0.423
H 1.171 1.540 -0.858
H -0.056 -1.183 -1.021
H -0.748 -0.318 1.548
H 0.927 1.030 0.801
H 1.984 0.087 -0.280

---

[8]
Computed, not measured: a molecular structure, C19H19F7HgN2O3S at a distorted geometry, with ωB97M-V/def2-TZVPD.

- E_LUMO: -12.3 eV
- Net charge: +2
- Electronic energy: -2320.43556 Eh
- Energy relative to the best compared isomer or geometry (same formula, charge and spin): 0.0 kcal per mole

Atoms and positions in Å:
Hg 1.886 -2.977 5.183
S 6.547 -0.152 -0.352
F 3.117 1.649 -2.240
F 3.557 3.691 -0.407
F 1.132 0.755 -2.267
F 2.191 4.277 -2.096
F 0.225 2.711 -1.183
F 1.724 4.810 -0.059
F 1.248 2.233 0.690
O -5.225 1.312 -1.689
O -4.283 3.332 -2.059
O 2.521 -4.178 3.612
N 5.108 0.486 -0.805
N 5.909 -1.377 0.591
C 3.630 -2.186 1.247
C 4.207 -3.354 2.078
C 1.466 2.468 -0.645
C 3.121 -4.362 2.557
C -6.490 3.399 -1.033
C -0.708 -1.849 0.643
C -2.759 -1.260 -0.907
C -5.226 2.722 -1.657
C 2.107 1.236 -1.412
C 0.136 -0.600 0.179
C -2.234 -1.418 0.576
C -3.057 0.249 -1.275
C -4.380 0.808 -0.616
C 4.581 -1.290 0.556
C 2.198 -1.900 1.093
C 2.598 0.087 -0.482
C 2.264 3.823 -0.826
C 1.670 -0.799 0.258
C 4.032 -0.160 -0.303
H -7.310 2.639 -1.007
H -0.124 0.250 0.865
H -4.905 -0.057 -0.133
H 4.910 -3.913 1.399
H -0.516 -2.142 1.707
H -2.272 -0.397 1.053
H 1.525 -2.589 1.649
H -6.271 3.801 -0.016
H -4.189 1.642 0.109
H 2.888 -5.264 1.923
H -0.227 -0.350 -0.850
H -1.920 -1.573 -1.591
H -2.882 -2.097 1.188
H -0.563 -2.742 -0.013
H -2.214 0.914 -0.943
H -3.122 0.373 -2.387
H -6.831 4.234 -1.690
H 4.837 -3.005 2.939
H -3.628 -1.911 -1.153

---

| no. | highest occupied orbital energy (eV) |
| --- | --- |
| 1 | -2.333 |
| 2 | -9.540 |
| 3 | -8.736 |
| 4 | -9.433 |
| 5 | -3.398 |
| 6 | -9.391 |
| 7 | -10.197 |
| 8 | -13.801 |